[1]
C34H84BBrN2O11PS | ωB97M-V/def2-TZVPD

Each line ends with the Löwdin charge.
CARTESIAN COORDINATES (ANGSTROEM)
C  1.1548  -1.6648  -0.5816  -0.09
C  1.1173  -0.9420  -1.9666  -0.22
C  -0.3438  -0.7875  -2.3928  -0.22
C  -0.5857  0.1127  -3.6131  -0.19
C  0.0710  1.4998  -3.5178  -0.18
C  -0.4162  2.3209  -2.2821  -0.17
C  0.7954  2.6430  -1.3931  -0.18
C  0.6323  3.8460  -0.4568  -0.46
P  1.0126  5.4355  -1.4411  0.68
O  1.0209  6.5427  -0.2119  -0.35
Br  -0.8132  5.9777  -2.6334  0.40
C  -0.7405  4.1452  0.0881  -0.10
N  -0.8527  3.8976  1.3283  -0.40
S  -2.2022  4.1229  2.3779  0.96
C  0.3683  3.3091  1.9227  -0.14
B  0.0587  1.7119  1.9892  -0.45
C  -0.9169  0.9339  1.0375  0.02
O  0.7315  0.9874  2.9666  0.12
C  1.4239  3.7878  0.8957  -0.21
C  2.7802  3.0709  0.9661  -0.10
C  4.0259  3.9594  1.2879  -0.14
N  5.1678  3.8336  0.3877  -0.05
C  4.8882  4.1664  -0.9969  -0.21
C  4.4900  5.6349  -1.1954  -0.09
C  5.9000  2.6455  0.5412  -0.48
C  5.5786  1.5988  1.5834  0.01
O  6.8483  2.4630  -0.1447  0.10
H  1.5496  -1.0301  0.2135  0.05
H  0.1377  -1.9258  -0.2894  0.06
H  1.6927  -2.6028  -0.6424  0.07
H  1.6563  -1.5995  -2.6397  0.11
H  1.6525  -0.0012  -1.8946  0.08
H  -0.9824  -0.4613  -1.5707  0.08
H  -0.6920  -1.7836  -2.6656  0.12
H  -1.6550  0.2739  -3.7625  0.11
H  -0.1895  -0.3885  -4.4948  0.11
H  1.1405  1.3159  -3.4269  0.10
H  -0.0562  2.0410  -4.4519  0.10
H  -0.9077  3.2036  -2.6838  0.05
H  -1.1694  1.7251  -1.7690  0.10
H  1.6407  2.8734  -2.0408  0.11
H  1.0317  1.7588  -0.8091  0.10
H  0.6749  7.3787  -0.5696  0.06
H  -1.5930  4.5576  -0.4352  0.11
H  -1.7127  5.1247  3.1468  -0.08
H  0.6098  3.6465  2.9259  0.16
H  -0.3838  0.6309  0.1367  0.05
H  -1.2002  0.0100  1.5341  0.09
H  -1.8019  1.4983  0.7502  0.06
H  1.5255  0.6135  2.5470  0.11
H  1.5999  4.8109  1.2404  0.12
H  2.7000  2.3681  1.7955  0.09
H  2.9836  2.4507  0.0969  0.12
H  3.7261  5.0030  1.3514  0.11
H  4.3546  3.7094  2.2903  0.12
H  5.7499  4.0237  -1.6323  0.12
H  4.0869  3.5635  -1.4498  0.11
H  3.6896  5.9521  -0.5306  0.03
H  5.3418  6.3004  -1.1002  0.08
H  4.0840  5.6930  -2.2018  0.06
H  6.1093  1.8359  2.5035  0.10
H  5.9273  0.6341  1.2483  0.09
H  4.5246  1.4841  1.8198  0.05
C  6.4548  -2.3481  4.6870  -0.08
C  6.2039  -0.8624  4.8607  -0.30
O  5.4286  -0.3458  3.7694  -0.11
H  6.9785  -2.5405  3.7497  0.08
H  7.0519  -2.7422  5.5099  0.08
H  5.5106  -2.8975  4.6476  0.07
H  7.1451  -0.3153  4.8786  0.12
H  5.6734  -0.6652  5.7922  0.09
H  4.5910  -0.8226  3.7593  0.08
C  -4.2145  -2.1057  0.4007  -0.08
C  -4.2436  -0.6396  0.0206  -0.31
O  -4.2095  -0.4828  -1.3979  -0.09
H  -3.3185  -2.5853  0.0005  0.07
H  -4.2290  -2.2315  1.4843  0.06
H  -5.0740  -2.6278  -0.0232  0.06
H  -3.3749  -0.1209  0.4239  0.07
H  -5.1458  -0.1564  0.4113  0.11
H  -4.9817  -0.9337  -1.7598  0.08
C  -6.4642  -6.3150  -0.3996  -0.08
C  -6.8209  -5.4383  -1.5849  -0.31
O  -5.7814  -4.4957  -1.8527  -0.10
H  -6.2910  -5.7055  0.4881  0.05
H  -7.2625  -7.0277  -0.1878  0.06
H  -5.5433  -6.8712  -0.5912  0.08
H  -7.7279  -4.8705  -1.3840  0.11
H  -6.9882  -6.0484  -2.4768  0.11
H  -4.9785  -4.9942  -2.0417  0.08
C  3.1745  2.8188  6.9270  -0.09
C  4.5241  2.1430  6.7645  -0.32
O  4.4785  0.7906  7.2097  -0.09
H  2.8597  2.7945  7.9704  0.08
H  3.2146  3.8585  6.5962  0.07
H  2.4087  2.2966  6.3461  0.07
H  5.2803  2.6519  7.3596  0.12
H  4.8407  2.1611  5.7149  0.10
H  3.8170  0.3326  6.6787  0.08
C  9.7068  1.3145  -2.6039  -0.09
C  8.5065  0.7233  -3.3197  -0.32
O  7.5866  0.1543  -2.3932  -0.09
H  10.2139  0.5481  -2.0167  0.08
H  10.4173  1.7404  -3.3148  0.07
H  9.3935  2.0986  -1.9108  0.07
H  8.8171  -0.0724  -3.9957  0.11
H  7.9918  1.4920  -3.9075  0.10
H  7.3005  0.8588  -1.8002  0.04
C  -8.5828  -3.8199  3.1607  -0.09
C  -7.0991  -4.1308  3.2189  -0.31
O  -6.3176  -2.9482  3.0523  -0.09
H  -8.8364  -3.3522  2.2083  0.08
H  -9.1784  -4.7268  3.2765  0.07
H  -8.8619  -3.1179  3.9501  0.07
H  -6.8212  -4.8142  2.4193  0.09
H  -6.8403  -4.5963  4.1752  0.11
H  -6.5508  -2.3434  3.7657  0.08
C  -10.3682  -8.7333  0.3553  -0.09
C  -10.3596  -7.2615  -0.0146  -0.33
O  -10.3067  -7.0950  -1.4291  -0.09
H  -9.4796  -9.2293  -0.0377  0.07
H  -10.3952  -8.8667  1.4381  0.07
H  -11.2360  -9.2350  -0.0785  0.07
H  -9.4823  -6.7680  0.4024  0.09
H  -11.2524  -6.7592  0.3722  0.11
H  -11.0857  -7.5204  -1.8047  0.08
C  -0.9624  -0.1987  -8.7439  -0.09
C  -1.0471  0.8059  -7.6109  -0.32
O  0.2387  1.0456  -7.0378  -0.10
H  -0.5463  -1.1412  -8.3864  0.08
H  -1.9470  -0.3896  -9.1729  0.08
H  -0.3033  0.1662  -9.5351  0.07
H  -1.6889  0.4305  -6.8143  0.10
H  -1.4601  1.7549  -7.9680  0.11
H  0.8098  1.3887  -7.7344  0.08

Properties
* total charge: +1

=====

[2]
C15H31N7O7PZr | ωB97M-V/def2-TZVPD

Each line ends with the Löwdin charge.
CARTESIAN COORDINATES (ANGSTROEM)
Zr  0.6877  -0.1589  0.1608  1.91
N  0.2840  1.9735  -0.9104  -0.04
C  0.7098  2.1009  -2.3311  -0.16
C  1.0526  0.7289  -2.8822  -0.15
N  1.8130  -0.0990  -1.9074  -0.26
C  3.2055  0.4160  -1.6961  -0.13
C  3.3191  1.5473  -0.6822  -0.16
N  2.5810  1.2312  0.5784  -0.04
C  1.8988  -1.4968  -2.4494  -0.15
C  0.6072  -2.2604  -2.2388  -0.18
N  0.2816  -2.3135  -0.7859  -0.06
H  -0.7272  2.1066  -0.8616  0.04
H  0.6602  2.7472  -0.3705  0.11
H  1.5557  2.7773  -2.4062  0.12
H  -0.0865  2.5434  -2.9292  0.13
H  1.6162  0.8213  -3.8146  0.15
H  0.1299  0.1945  -3.1085  0.11
H  3.6287  0.7403  -2.6507  0.15
H  3.7973  -0.4230  -1.3389  0.13
H  2.9440  2.4917  -1.0633  0.10
H  4.3781  1.7028  -0.4740  0.14
H  2.4210  2.0968  1.0898  0.12
H  3.1947  0.6819  1.1746  0.11
H  2.7053  -2.0067  -1.9279  0.13
H  2.1509  -1.4673  -3.5123  0.15
H  0.7116  -3.2633  -2.6540  0.14
H  -0.2326  -1.7863  -2.7450  0.10
H  0.9188  -2.9690  -0.3406  0.11
H  -0.6595  -2.6780  -0.6740  0.11
O  1.3035  -1.7333  6.2811  0.17
C  1.2330  -1.4390  5.0013  -0.24
C  2.1196  -1.9236  4.0281  0.12
C  1.9228  -1.5379  2.7256  -0.15
N  0.9303  -0.7240  2.3492  0.01
C  0.1015  -0.2368  3.2888  -0.15
C  0.1961  -0.5641  4.6105  0.13
C  -0.9068  0.6865  2.6836  -0.50
O  -1.8889  1.0825  3.2946  0.10
O  -0.6683  0.9735  1.4384  -0.19
C  2.8164  -1.9230  1.5698  -0.53
O  3.8062  -2.5783  1.6988  0.18
O  2.3604  -1.4049  0.4366  -0.26
H  2.0369  -2.3262  6.5024  0.16
H  2.9511  -2.5752  4.2684  0.16
H  -0.4882  -0.1600  5.3439  0.16
N  -4.5342  0.7375  -2.8103  0.17
C  -3.7532  -0.3541  -2.1226  -0.15
P  -2.7298  0.4215  -0.7840  0.50
O  -2.7163  1.8791  -1.1324  -0.32
O  -1.4333  -0.3619  -0.7310  -0.43
C  -3.7066  0.2690  0.7783  -0.16
N  -3.7183  1.5719  1.5076  0.15
H  -4.0489  1.6334  -2.6193  0.14
H  -5.4924  0.8168  -2.4629  0.18
H  -4.5983  0.5921  -3.8208  0.18
H  -3.0708  -0.7863  -2.8520  0.11
H  -4.4324  -1.1363  -1.7892  0.12
H  -3.3066  -0.4963  1.4410  0.12
H  -4.7317  -0.0090  0.5320  0.11
H  -4.6139  1.7434  1.9658  0.18
H  -3.5228  2.3417  0.8574  0.14
H  -2.9631  1.5418  2.2727  0.09

Properties
* total charge: +3
* relative energy (zero: lowest compared OMol25 entry of this formula, charge and spin): 0.000 eV

=====

[3]
C27H39HfI2N6O3S2Se2 | ωB97M-V/def2-TZVPD

Each line ends with the Löwdin charge.
CARTESIAN COORDINATES (ANGSTROEM)
Hf  -0.0894  -1.0784  1.7944  0.97
C  1.7498  -4.5312  6.5309  -0.08
C  0.5157  -4.5787  5.6419  -0.27
N  0.8406  -4.5334  4.2221  0.00
C  1.1196  -3.4349  3.5105  -0.74
S  0.6972  -1.8356  4.1663  0.56
N  1.7421  -3.5872  2.3682  0.00
N  1.8134  -2.3971  1.7034  -0.18
C  2.8452  -2.0967  1.0105  -0.24
C  3.9969  -3.0058  0.7676  0.00
C  2.8635  -0.6776  0.5990  -0.22
C  3.9540  -0.0992  -0.0211  0.02
C  3.9575  1.2721  -0.2482  -0.02
C  2.8482  2.0130  0.1159  -0.02
C  1.7798  1.3602  0.7046  -0.17
N  1.7939  0.0548  0.9769  -0.03
H  1.4639  -4.6090  7.5799  0.08
H  2.2860  -3.5919  6.3904  0.07
H  2.4280  -5.3535  6.3007  0.08
H  -0.1454  -3.7432  5.8650  0.08
H  -0.0497  -5.4950  5.8095  0.12
H  1.1545  -5.3901  3.7884  0.15
H  3.7436  -4.0099  1.0930  0.08
H  4.8764  -2.6662  1.3192  0.10
H  4.2509  -3.0195  -0.2933  0.10
H  4.8000  -0.7079  -0.3055  0.12
H  4.8062  1.7429  -0.7209  0.12
H  2.7992  3.0803  -0.0473  0.12
H  0.8835  1.8989  0.9770  0.01
I  0.4649  1.6898  4.2108  0.81
C  -0.8510  3.3039  3.7772  -1.16
I  -0.2475  4.5394  2.1661  0.74
H  -0.8949  3.9179  4.6671  -0.04
H  -1.8113  2.8683  3.5283  -0.08
O  -1.9568  -1.7795  3.0805  -0.33
C  -3.3529  -1.5424  2.8221  -0.20
C  -3.6127  -1.6388  1.3251  -0.56
C  -5.1438  -1.8017  1.1801  -0.22
O  -5.5669  -1.8712  -0.1645  -0.03
C  -3.1968  -0.3691  0.5522  -0.49
Se  -1.8485  0.8293  1.3719  0.53
C  -2.9934  -2.9211  0.7610  -0.47
Se  -1.0546  -3.0189  0.4254  0.62
H  -1.7508  -1.8084  4.0251  0.05
H  -3.6301  -0.5562  3.2018  0.12
H  -3.9218  -2.3127  3.3477  0.14
H  -5.6480  -0.9881  1.7159  0.14
H  -5.4492  -2.7435  1.6403  0.14
H  -5.6058  -0.9867  -0.5399  0.09
H  -4.0565  0.2962  0.4560  0.06
H  -2.8403  -0.6188  -0.4460  0.04
H  -3.4390  -3.1231  -0.2108  0.07
H  -3.2234  -3.7572  1.4218  0.08
C  -1.6426  3.9688  -2.3603  -0.10
C  -2.1366  2.5570  -2.0665  -0.25
C  -1.8397  1.5751  -3.1926  -0.20
N  -0.4074  1.4549  -3.4474  0.03
C  0.3915  0.5833  -2.8517  -0.76
S  -0.1412  -0.6038  -1.7815  0.64
N  1.7476  0.6197  -3.1499  0.11
C  2.5685  1.5007  -3.8502  -0.40
O  3.7631  1.4548  -3.6544  0.11
C  1.9707  2.4388  -4.8435  -0.19
C  2.1695  3.8066  -4.6932  -0.02
C  1.6496  4.6830  -5.6332  -0.06
C  0.9577  4.1925  -6.7323  -0.06
C  0.7810  2.8247  -6.8952  -0.06
C  1.2800  1.9440  -5.9477  -0.04
H  -1.9022  4.6474  -1.5479  0.07
H  -2.0856  4.3628  -3.2779  0.08
H  -0.5557  3.9946  -2.4727  0.06
H  -3.2181  2.5670  -1.9074  0.11
H  -1.6817  2.1800  -1.1470  0.04
H  -2.2955  1.9100  -4.1267  0.13
H  -2.2217  0.5836  -2.9595  0.08
H  -0.0041  2.1104  -4.0996  0.10
H  2.2713  -0.0647  -2.6210  0.11
H  2.7332  4.1755  -3.8457  0.12
H  1.7937  5.7484  -5.5141  0.11
H  0.5620  4.8784  -7.4693  0.11
H  0.2580  2.4434  -7.7619  0.11
H  1.1410  0.8756  -6.0639  0.13

Properties
* total charge: +1
* relative energy (zero: lowest compared OMol25 entry of this formula, charge and spin): 0.885 eV

=====

F_max
In order: 2.80 0.41 1.17
Unit: eV/Å
Highest occupied orbital energy
In order: -11.2 -17.8 -10.4
Unit: eV
Calculated total energy
In order: -5621.13542 -1888.04390 -7849.10944
Unit: Ha